Below is a 15-piece molecular cluster, C42H106N8O16 overall, with properties calculated with wB97M-V/def2-TZVPD.

XYZ file:
```
172
Properties=species:S:1:pos:R:3:forces:R:3
C -18.997 12.654 20.369 1.5 -0.8 -1.7
C -18.316 13.634 21.243 0.6 1.0 2.2
C -16.893 13.234 21.757 -0.3 -0.6 -0.8
C -16.398 13.830 23.082 0.0 0.7 -0.7
C -14.917 13.560 23.511 -0.8 -0.1 0.9
C -14.554 14.423 24.738 -0.4 0.4 -0.7
H -19.819 13.049 19.772 -0.6 -0.3 0.7
H -19.047 11.661 20.816 -1.0 0.1 0.3
H -18.299 12.405 19.570 0.4 0.1 -0.4
H -18.247 14.614 20.771 -0.1 0.1 -0.2
H -18.920 13.783 22.138 -0.3 0.2 0.2
H -16.231 13.492 20.930 0.5 -0.1 0.1
H -16.882 12.146 21.818 0.1 -0.3 0.1
H -16.514 14.908 22.967 0.2 0.4 0.0
H -17.154 13.625 23.840 0.2 -0.5 0.4
H -14.791 12.531 23.848 0.0 -0.3 -0.6
H -14.233 13.770 22.689 -0.1 -0.1 -0.1
H -15.081 14.093 25.633 -0.2 0.2 -0.1
H -13.499 14.503 25.000 0.1 -0.4 -0.2
H -14.856 15.433 24.461 -0.1 0.3 0.5
C -11.963 11.929 17.878 -0.6 0.3 0.4
C -12.996 11.632 16.765 0.8 0.4 0.4
C -14.197 10.884 17.280 -0.8 0.0 0.5
C -15.256 10.579 16.241 -0.7 0.0 -1.5
C -16.154 9.365 16.478 0.2 -0.4 1.0
C -16.986 9.396 17.822 0.0 -0.3 -1.3
H -11.442 11.007 18.138 -0.1 0.0 0.2
H -12.467 12.311 18.766 -0.1 -0.2 0.2
H -11.200 12.689 17.713 0.0 -0.1 -0.8
H -13.435 12.522 16.313 0.6 0.3 -0.3
H -12.415 11.042 16.056 -0.5 0.0 -0.6
H -14.739 11.528 17.972 0.4 0.0 0.7
H -13.869 9.990 17.811 -0.2 -0.3 0.1
H -15.948 11.393 16.026 0.0 0.7 0.8
H -14.785 10.569 15.258 0.3 -0.9 -0.2
H -16.815 9.149 15.639 -0.3 0.6 0.0
H -15.507 8.488 16.437 0.1 -0.3 0.6
H -17.635 8.520 17.842 0.3 -0.3 0.2
H -16.396 9.443 18.738 0.2 -0.1 -0.1
H -17.727 10.194 17.867 0.3 0.5 -0.3
C -14.396 17.473 19.058 0.4 0.0 0.1
C -15.209 16.173 19.082 -0.7 0.2 -1.2
C -15.221 15.285 17.750 -1.3 0.9 2.8
C -16.413 14.244 17.758 2.8 -0.2 0.1
C -17.779 14.789 17.556 0.3 -0.3 -0.2
C -17.929 15.188 16.112 -0.7 0.6 -0.5
H -13.312 17.423 19.160 0.0 -0.3 0.1
H -14.789 18.112 19.849 0.2 0.1 0.2
H -14.590 18.040 18.148 -0.1 -0.2 -0.2
H -15.116 15.576 19.989 0.5 -0.1 0.0
H -16.180 16.660 19.175 -0.7 -0.7 -0.1
H -14.245 14.800 17.704 -0.1 0.0 -0.6
H -15.426 16.034 16.985 0.5 -0.3 -0.5
H -16.108 13.583 16.947 -0.5 -0.3 -0.4
H -16.376 13.571 18.614 0.2 0.3 0.5
H -18.455 13.980 17.835 -0.5 0.4 -0.1
H -17.940 15.665 18.184 -0.2 -0.1 0.2
H -18.675 15.982 16.095 -0.1 0.0 -0.6
H -16.996 15.572 15.700 0.0 0.2 0.1
H -18.231 14.390 15.433 -0.2 -0.2 0.3
C -10.604 11.723 24.741 -0.3 0.0 -1.2
C -10.159 12.566 23.487 1.2 -0.5 2.1
O -10.351 13.942 23.762 -1.3 0.7 -0.4
O -12.036 11.984 24.879 1.2 -0.7 0.1
H -10.109 11.855 25.703 0.3 1.0 -0.1
H -10.340 10.683 24.553 -0.9 -0.3 -0.4
H -10.743 12.227 22.632 0.0 0.3 0.0
H -9.090 12.475 23.294 0.0 -0.7 -0.2
H -9.627 14.309 24.274 0.2 -0.3 0.1
H -12.036 12.915 24.648 -0.5 0.4 0.0
C -14.477 8.866 25.903 -0.4 1.6 0.8
C -14.783 9.813 24.691 0.6 -0.9 1.3
O -15.441 9.150 23.615 0.7 0.3 -0.5
O -15.546 8.971 26.855 -0.9 -1.6 -0.9
H -13.640 9.110 26.557 0.8 0.7 -0.9
H -14.207 7.876 25.536 -0.9 -0.4 0.1
H -13.819 10.219 24.385 -0.1 -0.1 -0.7
H -15.385 10.647 25.051 -0.1 0.0 0.1
H -16.238 8.679 23.870 0.0 0.1 0.5
H -15.321 9.598 27.547 0.2 0.3 0.0
C -14.813 13.593 28.296 0.9 1.1 0.0
C -14.491 12.211 27.693 0.3 0.1 1.5
O -15.148 11.196 28.452 -0.7 -0.6 -0.2
O -14.246 13.915 29.610 -0.2 -1.3 -0.9
H -15.873 13.832 28.381 -0.2 -0.4 -0.4
H -14.345 14.365 27.686 -0.1 -0.1 -0.3
H -13.426 11.980 27.696 0.3 0.5 0.0
H -14.799 12.060 26.659 -0.3 0.4 0.1
H -14.852 11.121 29.363 0.4 0.3 -0.1
H -14.765 13.379 30.215 0.0 0.1 0.5
C -18.464 13.943 26.836 -1.1 -2.2 0.5
C -18.149 12.458 26.715 -0.5 0.8 -0.8
O -19.098 11.602 27.372 1.0 0.7 -0.6
O -18.271 14.286 28.177 1.0 1.7 0.5
H -19.498 14.161 26.567 -0.2 -0.1 -0.3
H -17.828 14.404 26.081 0.4 0.8 0.7
H -17.134 12.347 27.095 0.0 -0.3 0.2
H -18.136 12.277 25.640 0.0 -0.5 -0.3
H -18.766 10.755 27.066 -0.4 -0.6 0.4
H -18.815 13.773 28.780 -0.2 -0.3 -0.4
O -19.661 6.866 22.104 -1.3 2.8 -2.2
C -19.944 7.766 21.236 3.9 -3.6 2.1
N -21.175 7.996 20.826 -1.4 0.1 -0.3
C -18.784 8.467 20.527 -0.8 0.7 0.2
H -21.395 8.553 20.013 0.1 -0.2 0.2
H -21.843 7.317 21.163 -0.2 0.3 0.0
H -19.171 8.969 19.640 0.3 0.1 -0.1
H -17.941 7.828 20.264 -0.5 -0.4 0.1
H -18.358 9.226 21.183 -0.1 0.1 0.1
O -21.442 16.488 21.312 -0.6 0.0 -1.8
C -21.289 15.981 22.385 1.7 1.4 1.4
N -22.212 15.310 23.084 -0.5 -0.6 0.5
C -19.962 16.201 23.143 -0.5 -0.9 -0.1
H -23.146 15.226 22.708 0.1 0.1 0.2
H -22.057 15.271 24.081 -0.4 -0.3 -0.2
H -19.795 15.324 23.769 0.4 -0.1 0.0
H -19.993 17.044 23.834 -0.2 0.2 -0.3
H -19.166 16.312 22.407 -0.2 0.0 0.3
O -21.279 13.885 16.891 -0.5 -0.3 0.0
C -21.434 15.077 17.143 0.7 -2.4 -2.7
N -21.187 15.530 18.355 -0.3 1.7 0.6
C -21.723 16.076 16.018 0.8 0.3 1.3
H -21.089 14.872 19.115 0.0 0.5 0.0
H -21.216 16.535 18.449 0.0 -0.3 1.0
H -22.797 16.229 15.912 0.2 0.4 0.1
H -21.253 15.872 15.056 -0.2 -0.7 0.3
H -21.145 16.911 16.415 -0.7 1.0 -0.5
O -8.528 13.906 27.578 1.8 -0.9 -1.7
C -9.553 14.365 27.976 -2.0 1.6 -1.0
N -9.872 14.217 29.248 -0.7 -0.3 1.8
C -10.582 15.171 27.141 0.9 0.0 -0.2
H -9.280 13.540 29.708 -0.3 0.3 0.5
H -10.676 14.655 29.675 0.2 -0.4 0.0
H -10.094 15.558 26.246 0.1 0.0 0.1
H -10.942 16.042 27.688 -0.1 -0.1 0.1
H -11.424 14.566 26.802 0.0 -0.2 0.3
O -10.184 18.595 25.691 3.7 -0.6 1.8
C -11.223 18.703 25.157 -1.0 -3.6 -2.5
N -11.969 19.750 25.294 -2.3 3.2 -0.1
C -11.814 17.608 24.249 -0.7 0.0 -0.5
H -12.751 19.865 24.665 0.2 0.3 0.3
H -11.468 20.554 25.645 -0.4 0.2 0.1
H -11.947 16.637 24.725 0.1 0.2 0.3
H -11.283 17.401 23.320 0.7 0.3 0.3
H -12.782 17.920 23.857 -0.3 0.0 0.3
O -22.979 10.722 23.899 0.1 0.6 1.3
C -22.022 11.119 23.248 -1.3 -2.4 0.8
N -22.257 11.254 21.953 0.6 0.9 -2.5
C -20.648 11.202 23.810 0.8 0.1 -0.5
H -21.538 11.313 21.246 -0.1 0.2 0.2
H -23.215 11.114 21.666 0.2 0.0 0.0
H -20.554 12.188 24.265 0.3 -0.2 0.4
H -19.868 11.090 23.057 -0.1 0.4 -0.4
H -20.450 10.344 24.452 -0.5 0.5 0.5
O -17.924 19.434 20.754 1.3 -1.3 1.1
C -17.061 19.185 21.616 -1.7 0.0 -0.8
N -16.263 20.192 21.982 0.8 1.1 0.1
C -16.959 17.894 22.411 -0.4 0.1 -0.3
H -15.706 20.264 22.821 -0.2 -0.3 -0.3
H -16.528 21.030 21.485 0.3 0.2 0.3
H -16.070 17.725 23.018 0.2 0.4 -0.2
H -17.084 17.028 21.761 -0.2 0.1 0.0
H -17.805 17.965 23.095 0.0 -0.3 0.0
O -11.396 10.336 20.961 1.8 0.2 -0.5
C -12.555 10.144 21.204 -1.8 2.2 0.1
N -13.003 9.022 21.747 0.1 -1.1 0.3
C -13.622 11.250 21.009 0.3 -1.0 0.8
H -13.950 8.912 22.082 0.2 -0.1 0.2
H -12.240 8.403 21.978 -0.5 -0.4 0.2
H -13.227 12.187 21.402 0.3 0.1 -0.6
H -14.449 11.030 21.684 -0.4 -0.1 -0.3
H -13.926 11.266 19.962 -0.1 0.3 0.3
```
Positions in Å, forces in eV/Å.

The value obtained for the total energy is -3305.73568 hartree. For the highest occupied orbital energy, the calculation gives -9.35 eV. Its LUMO energy is -0.094 eV.



Below is C4H12NO2P as an isolated structure, with properties calculated with wB97M-V/def2-TZVPD.

XYZ file:
```
20
Properties=species:S:1:pos:R:3:forces:R:3
C 1.564 -2.557 0.306 -1.4 0.4 -0.1
C -0.171 -1.129 -0.831 -2.9 1.1 1.0
C -1.804 2.681 0.437 -0.9 -0.4 2.4
C 0.854 -1.410 0.145 1.3 -0.6 1.5
N 0.997 -0.208 0.972 1.9 -3.0 -1.5
O 3.643 -0.339 -0.251 1.0 4.2 1.1
O 2.928 2.069 0.045 -0.3 -1.1 -0.2
P 2.487 0.785 -0.559 0.8 1.2 -0.6
H -2.057 3.037 1.496 0.8 -1.1 -1.1
H 1.333 -3.452 -0.347 0.5 1.3 0.9
H 2.131 -2.665 1.240 0.1 -0.2 -0.7
H -1.152 -0.960 -0.181 1.5 -0.6 -1.6
H -0.012 -0.190 -1.318 0.3 0.9 -0.1
H -0.310 -1.776 -1.649 -0.3 -1.4 -0.5
H -0.797 2.377 0.297 1.5 1.1 0.1
H -2.180 1.651 0.291 -1.4 1.0 -0.4
H -2.133 3.562 -0.100 -0.1 -0.7 -1.1
H 1.579 -0.383 1.773 -0.3 0.4 0.6
H 0.102 0.181 1.057 -1.1 1.1 0.9
H 3.465 -1.216 -0.370 -1.1 -3.6 -0.8
```
Positions in Å, forces in eV/Å.

The value obtained for the total energy is -706.16839 hartree. For the highest occupied orbital energy, the calculation gives -8.91 eV. Its LUMO energy is 0.519 eV.